Here is C30H46N2O14S4V as an isolated structure in a non-equilibrium geometry from the OMol25 dataset. Energies are from wB97M-V/def2-TZVPD.

Computed properties:
HOMO level (spin up / spin down) = -8.0988 / -8.3748 eV
Multiplicity = 4
Net charge = 0
LUMO energy (spin up / spin down) = -1.10 / -1.10 eV
⟨S²⟩ = 3.76

XYZ file:
```
97
C30H46N2O14S4V, DFT wB97M-V/def2-TZVPD
V 1.81489 -3.44520 2.69656
O 0.97898 -3.43652 0.71560
C 0.26184 -2.22848 0.60167
C 0.51257 -1.18220 1.73542
O 0.61109 -1.65250 3.04567
H -0.81402 -2.46991 0.57186
H 0.53806 -1.77569 -0.36405
H -0.24910 -0.39471 1.61763
H 1.44940 -0.68242 1.41599
C -3.47610 -0.00132 1.36762
C -3.85804 -0.56155 0.15326
C -4.92378 -0.00287 -0.53385
C -5.72335 0.89630 0.14548
C -5.36117 1.42234 1.36863
C -4.19369 0.99892 2.01128
N -6.95475 1.36023 -0.54183
O -7.49750 2.35764 -0.11030
O -7.28265 0.80892 -1.56781
H -2.50836 -0.33226 1.72824
H -3.24450 -1.35476 -0.25026
H -5.18085 -0.32026 -1.53498
H -6.02349 2.16616 1.79489
H -3.89414 1.50066 2.91692
C -1.61859 3.65966 -0.43223
C -1.41454 2.27484 -0.40910
C -0.13160 1.76153 -0.39131
C 0.95171 2.61167 -0.45996
C 0.76451 3.97885 -0.50535
C -0.52179 4.51545 -0.44873
N 2.32646 2.07315 -0.51003
O 2.44089 0.91990 -0.12083
O 3.22042 2.79698 -0.86501
H -2.62248 4.06248 -0.45169
H -2.31934 1.69013 -0.39757
H 0.03059 0.69264 -0.33521
H 1.61778 4.63917 -0.41866
H -0.73043 5.56597 -0.29687
C -1.14909 2.26342 2.23512
C -1.52615 3.37434 3.20813
C -0.57669 3.26576 4.40344
S 1.05603 2.88312 3.64846
O 1.69274 1.76124 4.31997
O 1.79305 4.12349 3.47502
C 0.36665 2.36806 2.07176
H -1.75376 2.45827 1.35024
H -1.35639 1.25218 2.58584
H -2.55447 3.25029 3.54706
H -1.40593 4.34067 2.71651
H -0.80324 2.36513 4.97872
H -0.44690 4.08240 5.10795
H 0.89609 1.53236 1.61294
H 0.58775 3.17994 1.37042
C 4.28561 1.28818 2.51408
C 5.05145 0.98260 1.22887
C 4.77182 -0.44430 0.73105
S 4.64913 -1.38825 2.23377
O 6.00691 -1.64519 2.70182
O 3.64834 -2.43761 2.03221
C 3.92499 -0.04656 3.19376
H 3.30552 1.72437 2.35438
H 4.87674 1.87619 3.20985
H 6.12715 1.12182 1.37468
H 4.89071 1.71732 0.43753
H 5.46891 -0.90414 0.04091
H 3.73915 -0.41627 0.37425
H 4.14514 -0.27475 4.23447
H 2.86509 -0.28015 3.03944
C -3.44843 -2.70412 -3.37326
C -3.81348 -1.51739 -4.26842
C -2.50807 -0.99519 -4.90429
S -1.50820 -0.81532 -3.37511
O -2.04891 0.23242 -2.53450
O -0.09706 -0.81268 -3.68622
C -2.08685 -2.43490 -2.75430
H -3.43986 -3.62182 -3.96014
H -4.23625 -2.82759 -2.62897
H -4.26514 -0.70933 -3.69088
H -4.54348 -1.71878 -5.05316
H -2.63948 -0.03191 -5.38889
H -1.98487 -1.71608 -5.52868
H -1.95383 -2.51838 -1.67894
H -1.38921 -3.11397 -3.24821
C 2.53967 -2.14597 -2.62611
C 3.56429 -2.61584 -1.59520
C 3.57501 -4.15188 -1.49019
S 2.39324 -4.79542 -2.72919
O 1.55769 -5.82102 -2.12874
O 3.07534 -4.99120 -3.99420
C 1.50457 -3.23000 -2.73539
H 2.99764 -1.93883 -3.59413
H 2.05191 -1.22193 -2.31824
H 3.26409 -2.23435 -0.61972
H 4.55966 -2.21494 -1.78736
H 3.11662 -4.41262 -0.54556
H 4.52053 -4.67296 -1.62153
H 0.88030 -3.32645 -1.84104
H 0.81124 -3.20841 -3.57316
```

These are the Mulliken partial charges, in e, on atoms 1 to 4: 0.728, -0.942, 1.331, 3.450

---

Here is C30H47ClOsP2 as an isolated structure in a non-equilibrium geometry from the OMol25 dataset. Energies are from wB97M-V/def2-TZVPD.

Computed properties:
Energy above the lowest of the compared OMol25 structures with the same formula, charge and spin = 613.8 kJ/mol
HOMO level (spin up / spin down) = -10.9520 / -12.9977 eV
Multiplicity = 5
Net charge = +2
LUMO energy (spin up / spin down) = -5.76 / -6.32 eV
⟨S²⟩ = 6.06

XYZ file:
```
81
C30H47ClOsP2, DFT wB97M-V/def2-TZVPD
Os 0.54262 1.70863 1.59547
C 2.40578 2.28049 0.88910
C 2.17787 2.75412 2.24856
C 2.15886 0.41793 2.27970
C 2.35561 0.81780 0.91015
C 2.07179 1.59969 3.08842
C 2.94921 3.13685 -0.21877
H 2.44863 4.11111 -0.25564
H 2.88623 2.67094 -1.20756
H 4.02146 3.33312 -0.00071
C 2.61158 -0.10530 -0.24165
H 2.45779 0.41352 -1.18710
H 1.93080 -0.95580 -0.19192
H 3.63518 -0.48055 -0.19612
C 2.18442 -0.98208 2.79394
H 3.20134 -1.37421 2.88718
H 1.64021 -1.64263 2.12002
H 1.70531 -1.02189 3.77205
C 2.02749 1.62670 4.58664
H 2.44224 2.57838 4.93635
H 2.61075 0.78675 4.98906
H 0.98870 1.56121 4.92953
C 2.33527 4.16679 2.74102
H 2.73242 4.19160 3.75299
H 1.34255 4.61814 2.73736
H 2.98324 4.73950 2.08081
C -1.43207 -0.21934 -2.63069
C -2.00632 1.11620 -2.70691
C -0.97887 1.91048 -1.85628
C -1.19974 1.63265 -0.42110
C -1.46655 -0.29419 0.11907
C -1.56802 -1.67265 -0.25792
C -1.34900 -2.30063 -1.55016
C -2.10323 -1.48990 -2.66747
H -1.04302 2.99069 -1.98549
H -2.19735 1.98760 -0.04460
H 0.02671 1.58522 -2.15660
H -3.18048 -1.39655 -2.43356
H -0.32885 -0.24877 -2.76538
H -2.07863 1.46674 -3.74943
H -2.00068 -1.97288 -3.67140
H -0.27230 -2.29201 -1.74573
H -1.45010 -2.31447 0.61461
H -1.62609 -3.36102 -1.49751
H -0.50474 2.32292 0.14521
H -0.56794 -0.04394 0.84882
P -3.59465 1.40175 -1.85206
C -4.85178 1.01100 -3.08901
C -3.86975 3.17036 -1.55938
P -2.91223 0.26477 1.07945
C -4.05790 0.45582 -0.40239
C -3.39755 1.64063 2.15831
C -3.63639 -1.21489 1.81755
H -4.72312 -0.02396 -3.44143
H -4.75973 1.72254 -3.92547
H -5.84577 1.13860 -2.63143
H -4.93290 3.37509 -1.76436
H -3.26911 3.76264 -2.26902
H -3.63735 3.48087 -0.53000
H -4.66546 -1.29086 1.45400
H -3.61983 -1.08018 2.90046
H -3.10506 -2.13016 1.55480
H -4.30221 -0.56583 -0.74320
H -5.00054 0.92240 -0.05145
H -3.51608 1.23437 3.17538
H -4.38408 2.02142 1.84392
H -2.68021 2.47432 2.20650
Cl 2.81753 -2.40703 -3.07597
C 3.56153 -3.55995 -2.05961
C 4.79473 -4.10710 -2.36500
C 5.40792 -4.99196 -1.45409
C 4.79605 -5.26677 -0.22168
C 3.56918 -4.72317 0.10214
C 2.85721 -3.93650 -0.85689
C 1.51207 -3.62069 -0.68820
H 5.27546 -3.85455 -3.30724
H 6.35842 -5.45231 -1.71327
H 5.29642 -5.92367 0.49294
H 3.07658 -4.93097 1.05492
H 1.04724 -3.59664 0.29824
H 0.87129 -3.75636 -1.56381
```

These are the Mulliken partial charges, in e, on atoms 1 to 4: 0.253, -0.011, 0.646, 0.558

---

Here is C30H48BrCdN3P2 as an isolated structure in a non-equilibrium geometry from the OMol25 dataset. Energies are from wB97M-V/def2-TZVPD.

Computed properties:
Energy above the lowest of the compared OMol25 structures with the same formula, charge and spin = 0.0 kJ/mol
HOMO level = -13.4501 eV
Multiplicity = 1
Net charge = +2
LUMO energy = -7.02 eV

XYZ file:
```
85
C30H48BrCdN3P2, DFT wB97M-V/def2-TZVPD
N 4.32067 3.12558 3.79845
C 3.08384 3.00438 4.27838
C 2.04665 2.42388 3.53787
C 2.36081 1.78974 2.30724
C 3.70106 1.88544 1.84245
C 4.64466 2.52905 2.65496
C 1.42781 0.81614 1.77516
Cd 0.11324 0.33306 0.04719
P -0.70652 -1.69943 -0.92044
C 1.94399 -0.32641 1.05421
C 1.98206 -1.64810 1.68183
C 2.67808 -2.70389 1.05714
C 2.54905 -4.02402 1.48809
C 1.69111 -4.30477 2.56177
C 1.04309 -3.25201 3.23385
C 1.22865 -1.92803 2.84104
Br 1.36440 -6.05109 3.05862
H 0.45808 0.75349 2.31462
H 2.72162 -0.17802 0.28580
H 1.05850 2.34571 3.98655
H 4.04881 1.37137 0.94397
H 2.91158 3.38400 5.28394
H 5.69331 2.52519 2.34012
H 3.31540 -2.48646 0.19917
H 0.73371 -1.12102 3.38260
H 3.06428 -4.83029 0.97528
H 0.38605 -3.46947 4.06893
P 0.25912 1.80036 -2.11401
C -0.90353 -3.14662 0.19299
C -0.82483 -4.58565 -0.33823
H -1.89237 -3.03211 0.66444
H -0.12748 -3.02584 0.97467
H -0.83859 -5.25915 0.53099
H -1.70313 -4.84834 -0.94407
H 0.09093 -4.81798 -0.89999
C 0.60651 -2.28413 -2.11946
C 0.43813 -3.39148 -3.17683
H 1.44025 -2.62841 -1.47397
H 0.96566 -1.37023 -2.64018
H 1.41737 -3.49101 -3.67678
H 0.21338 -4.38015 -2.75415
H -0.29536 -3.14730 -3.95851
C -2.34205 -0.99704 -1.55676
C -3.52974 -1.80761 -2.09600
H -2.03712 -0.32838 -2.37856
H -2.70406 -0.33407 -0.74340
H -4.27707 -1.06924 -2.44719
H -3.26174 -2.43784 -2.95377
H -4.05385 -2.40662 -1.33970
C -1.37811 2.30308 -2.81727
C -1.27742 3.41273 -3.86139
H -2.00771 2.58608 -1.95637
H -1.82654 1.39592 -3.26496
H -0.91709 4.36674 -3.44955
H -0.62815 3.12212 -4.69818
H -2.27861 3.56190 -4.28175
C 1.07188 1.04605 -3.58264
C 2.51110 0.59529 -3.28988
H 1.01780 1.76684 -4.42165
H 0.42918 0.19242 -3.86549
H 3.20333 1.44936 -3.27806
H 2.58745 0.07504 -2.32258
H 2.83060 -0.09215 -4.08688
C 1.23296 3.32539 -1.86982
C 0.75900 4.20620 -0.72024
H 1.24469 3.86831 -2.82724
H 2.26171 2.98785 -1.67282
H 1.39723 5.10049 -0.66954
H -0.28072 4.54543 -0.84534
H 0.84532 3.67650 0.24289
C -4.55618 -0.65428 3.38461
C -3.58022 0.19226 2.67459
C -3.62541 1.53643 2.33913
C -2.48672 1.81330 1.57061
N -1.74814 0.68181 1.45833
N -2.43376 -0.27749 2.14797
C -2.07024 3.11177 1.01325
H -4.50647 -0.48156 4.46881
H -5.55209 -0.39014 3.01736
H -4.38825 -1.71766 3.17887
H -4.37444 2.25506 2.62488
H -2.09767 -1.23751 2.21088
H -2.83652 3.87725 1.20121
H -1.14252 3.46305 1.49747
H -1.90372 3.06097 -0.07952
```

These are the Mulliken partial charges, in e, on atoms 1 to 4: -0.525, -0.554, -0.570, 0.870